1 | DFT (ωB97M-V with the def2-TZVPD basis set) results for a 2-piece molecular cluster, C5H14O overall.

Values from the calculation:
Expectation value of S²: 0.7504
Multiplicity: 2
LUMO (alpha / beta) in eV: 3.62 / 3.52
Charge: -1

Each atom is followed by the atoms it is bonded to, with distances in Å.
Cartesian coordinates (Å):
1 C 2.004 1.105 1.853  C2 1.528, H6 1.088, H7 1.085, H8 1.088
2 C 0.509 1.208 1.550  C1 1.528, C3 1.520, H9 1.093, H10 1.100
3 C 0.150 1.427 0.089  C2 1.520, C4 1.540, H11 1.092, H12 1.097
4 C -1.308 1.070 -0.256  C3 1.540, C5 1.559, H13 1.090, H14 1.090
5 C -1.472 0.894 -1.797  C4 1.559, H15 1.073, H16 1.095, H17 1.080
6 H 2.511 0.727 0.968  C1 1.088
7 H 2.200 0.527 2.750  C1 1.085
8 H 2.425 2.092 2.033  C1 1.088
9 H 0.000 1.898 2.229  C2 1.093
10 H 0.037 0.267 1.866  C2 1.100
11 H 0.474 2.390 -0.311  C3 1.092
12 H 0.695 0.623 -0.422  C3 1.097
13 H -1.440 0.089 0.200  C4 1.090
14 H -2.032 1.822 0.058  C4 1.090
15 H -1.849 -0.093 -1.990  C5 1.073
16 H -2.210 1.615 -2.163  C5 1.095
17 H -0.563 1.143 -2.324  C5 1.080
18 H -0.751 -6.186 -1.738  O20 0.975
19 H 0.589 -5.933 -1.157  O20 0.977
20 O 0.031 -6.684 -1.437  H18 0.975, H19 0.977

2 | DFT (ωB97M-V with the def2-TZVPD basis set) results for a 2-piece molecular cluster, C5H14O overall.

Values from the calculation:
Expectation value of S²: 0.7504
Multiplicity: 2
LUMO (alpha / beta) in eV: 3.20 / 3.09
Charge: -1

Each atom is followed by the atoms it is bonded to, with distances in Å.
Cartesian coordinates (Å):
1 C 2.126 0.534 -2.361  C2 1.550, H6 1.084, H7 1.109, H8 1.100
2 C 1.756 -0.616 -1.390  C1 1.550, C3 1.556, H9 1.087, H10 1.105
3 C 1.310 -0.342 0.075  C2 1.556, C4 1.607, H11 1.131, H12 1.084
4 C -0.253 0.033 0.105  C3 1.607, C5 1.525, H13 1.120, H14 1.120
5 C -0.682 1.409 -0.395  C4 1.525, H15 1.084, H16 1.133, H17 1.093
6 H 2.625 0.228 -3.272  C1 1.084
7 H 1.115 0.919 -2.606  C1 1.109
8 H 2.691 1.293 -1.800  C1 1.100
9 H 0.875 -1.143 -1.747  C2 1.087
10 H 2.570 -1.348 -1.243  C2 1.105
11 H 1.974 0.402 0.608  C3 1.131
12 H 1.274 -1.327 0.526  C3 1.084
13 H -0.660 -0.146 1.132  C4 1.120
14 H -0.618 -0.766 -0.589  C4 1.120
15 H -0.670 2.103 0.437  C5 1.084
16 H -1.705 1.486 -0.876  C5 1.133
17 H -0.035 1.722 -1.217  C5 1.093
18 H -4.320 -2.112 4.504  O20 0.977
19 H -5.073 -0.907 4.911  O20 0.974
20 O -4.298 -1.424 5.198  H18 0.977, H19 0.974

Which is most stable, and by how much? 1, by 47.7 kJ/mol.

1 | DFT (ωB97M-V with the def2-TZVPD basis set) results for one molecule with the formula C22H26N4O3.

Values from the calculation:
LUMO in eV: 0.52
Charge: 0

Each atom is followed by the atoms it is bonded to, with distances in Å.
Cartesian coordinates (Å):
1 C -2.054 -1.302 -4.207  H2 1.087, H3 1.088, H4 1.087, C5 1.530
2 H -1.373 -2.149 -4.259  C1 1.087
3 H -2.943 -1.608 -3.661  C1 1.088
4 H -2.345 -1.027 -5.218  C1 1.087
5 C -1.369 -0.122 -3.516  C1 1.530, C6 1.499, H54 1.091, H55 1.090
6 C -0.938 -0.492 -2.128  C5 1.499, N7 1.320, C37 1.396
7 N 0.336 -0.812 -1.997  C6 1.320, C8 1.332
8 C 0.864 -1.155 -0.823  N7 1.332, N9 1.362, C33 1.420
9 N 2.162 -1.564 -0.885  C8 1.362, C10 1.449, C27 1.439
10 C 3.001 -1.083 -1.965  N9 1.449, H11 1.089, C12 1.550, H32 1.094
11 H 2.353 -0.576 -2.678  C10 1.089
12 C 4.056 -0.110 -1.379  C10 1.550, N13 1.450, H30 1.093, H31 1.090
13 N 3.628 0.323 -0.063  C12 1.450, C14 1.365, C24 1.445
14 C 2.791 1.401 -0.018  N13 1.365, O15 1.221, C16 1.471
15 O 2.557 2.063 -1.017  C14 1.221
16 C 2.198 1.809 1.265  C14 1.471, C17 1.374, O20 1.354
17 C 1.155 2.691 1.415  C16 1.374, C18 1.409, H23 1.070
18 C 0.928 2.807 2.801  C17 1.409, C19 1.363, H22 1.070
19 C 1.851 2.001 3.397  C18 1.363, O20 1.337, H21 1.072
20 O 2.621 1.399 2.484  C16 1.354, C19 1.337
21 H 2.052 1.777 4.426  C19 1.072
22 H 0.185 3.407 3.285  C18 1.070
23 H 0.637 3.183 0.618  C17 1.070
24 C 3.656 -0.765 0.887  N13 1.445, H25 1.095, H26 1.086, C27 1.553
25 H 4.700 -1.007 1.113  C24 1.095
26 H 3.162 -0.482 1.811  C24 1.086
27 C 2.946 -1.988 0.245  N9 1.439, C24 1.553, H28 1.089, H29 1.095
28 H 2.324 -2.505 0.974  C27 1.089
29 H 3.687 -2.700 -0.134  C27 1.095
30 H 5.029 -0.596 -1.272  C12 1.093
31 H 4.155 0.770 -2.013  C12 1.090
32 H 3.487 -1.932 -2.454  C10 1.094
33 C 0.071 -1.135 0.355  C8 1.420, C34 1.402, C36 1.402
34 C 0.561 -1.270 1.662  C33 1.402, N35 1.151
35 N 0.907 -1.307 2.760  C34 1.151
36 C -1.296 -0.864 0.204  C33 1.402, C37 1.389, C49 1.493
37 C -1.817 -0.553 -1.046  C6 1.396, C36 1.389, C38 1.500
38 C -3.286 -0.254 -1.064  C37 1.500, O39 1.412, H52 1.091, H53 1.105
39 O -3.659 0.646 -0.042  C38 1.412, C40 1.430
40 C -3.150 0.403 1.271  O39 1.430, C41 1.533, C45 1.532, C49 1.542
41 C -2.308 1.620 1.672  C40 1.533, H42 1.087, H43 1.086, H44 1.088
42 H -1.960 1.522 2.697  C41 1.087
43 H -2.907 2.521 1.580  C41 1.086
44 H -1.446 1.709 1.015  C41 1.088
45 C -4.346 0.252 2.217  C40 1.532, H46 1.088, H47 1.087, H48 1.086
46 H -4.967 -0.587 1.908  C45 1.088
47 H -4.006 0.086 3.235  C45 1.087
48 H -4.950 1.154 2.184  C45 1.086
49 C -2.273 -0.864 1.333  C36 1.493, C40 1.542, H50 1.096, H51 1.090
50 H -2.918 -1.744 1.234  C49 1.096
51 H -1.774 -0.914 2.300  C49 1.090
52 H -3.598 0.230 -1.990  C38 1.091
53 H -3.850 -1.199 -0.960  C38 1.105
54 H -2.046 0.732 -3.481  C5 1.091
55 H -0.479 0.160 -4.079  C5 1.090

2 | DFT (ωB97M-V with the def2-TZVPD basis set) results for one molecule with the formula C22H26N4O3.

Values from the calculation:
LUMO in eV: 0.82
Charge: 0

Each atom is followed by the atoms it is bonded to, with distances in Å.
Cartesian coordinates (Å):
1 C 1.800 0.203 -4.909  H2 1.087, H3 1.087, H4 1.088, C5 1.529
2 H 1.927 -0.867 -4.758  C1 1.087
3 H 1.711 0.388 -5.976  C1 1.087
4 H 0.883 0.516 -4.414  C1 1.088
5 C 2.997 0.970 -4.346  C1 1.529, N6 1.448, H54 1.095, H55 1.091
6 N 3.049 0.942 -2.900  C5 1.448, C7 1.351, C41 1.457
7 C 2.521 1.876 -2.079  N6 1.351, O8 1.218, C9 1.527
8 O 2.685 1.817 -0.873  C7 1.218
9 C 1.703 3.006 -2.700  C7 1.527, H10 1.092, H11 1.086, C12 1.530
10 H 2.347 3.877 -2.839  C9 1.092
11 H 1.269 2.712 -3.651  C9 1.086
12 C 0.569 3.341 -1.729  C9 1.530, C13 1.483, H39 1.093, H40 1.091
13 C -0.256 2.123 -1.542  C12 1.483, N14 1.293, O17 1.347
14 N -0.453 1.180 -2.405  C13 1.293, N15 1.353
15 N -1.218 0.243 -1.798  N14 1.353, C16 1.292
16 C -1.450 0.660 -0.598  N15 1.292, O17 1.354, C18 1.477
17 O -0.869 1.862 -0.372  C13 1.347, C16 1.354
18 C -2.196 -0.038 0.469  C16 1.477, H19 1.092, H20 1.090, C21 1.539
19 H -3.119 0.500 0.694  C18 1.092
20 H -2.449 -1.033 0.100  C18 1.090
21 C -1.345 -0.134 1.747  C18 1.539, C22 1.500, H37 1.090, H38 1.091
22 C -1.962 -1.093 2.722  C21 1.500, C23 1.384, C27 1.402
23 C -1.440 -2.365 2.880  C22 1.384, C24 1.386, H36 1.081
24 C -2.012 -3.263 3.767  C23 1.386, C25 1.381, H35 1.079
25 C -3.118 -2.883 4.503  C24 1.381, C26 1.386, H34 1.080
26 C -3.658 -1.615 4.357  C25 1.386, C27 1.388, H33 1.079
27 C -3.089 -0.715 3.466  C22 1.402, C26 1.388, O28 1.369
28 O -3.553 0.554 3.247  C27 1.369, C29 1.405
29 C -4.640 1.013 4.009  O28 1.405, H30 1.095, H31 1.089, H32 1.095
30 H -5.544 0.425 3.817  C29 1.095
31 H -4.809 2.042 3.694  C29 1.089
32 H -4.418 0.996 5.081  C29 1.095
33 H -4.522 -1.343 4.942  C26 1.079
34 H -3.573 -3.572 5.199  C25 1.080
35 H -1.594 -4.251 3.883  C24 1.079
36 H -0.572 -2.644 2.301  C23 1.081
37 H -0.345 -0.485 1.490  C21 1.090
38 H -1.269 0.859 2.195  C21 1.091
39 H -0.046 4.156 -2.119  C12 1.093
40 H 0.971 3.631 -0.757  C12 1.091
41 C 3.730 -0.172 -2.252  N6 1.457, C42 1.508, H52 1.092, H53 1.097
42 C 2.860 -0.866 -1.235  C41 1.508, C43 1.389, C47 1.390
43 C 3.309 -1.091 0.061  C42 1.389, C44 1.385, H51 1.079
44 C 2.467 -1.727 0.958  C43 1.385, N45 1.323, H50 1.083
45 N 1.252 -2.148 0.646  C44 1.323, C46 1.323
46 C 0.830 -1.946 -0.592  N45 1.323, C47 1.384, H49 1.082
47 C 1.587 -1.314 -1.564  C42 1.390, C46 1.384, H48 1.077
48 H 1.172 -1.155 -2.545  C47 1.077
49 H -0.168 -2.298 -0.814  C46 1.082
50 H 2.773 -1.903 1.981  C44 1.083
51 H 4.286 -0.755 0.372  C43 1.079
52 H 4.021 -0.886 -3.026  C41 1.092
53 H 4.634 0.199 -1.753  C41 1.097
54 H 3.928 0.536 -4.725  C5 1.095
55 H 2.970 2.009 -4.680  C5 1.091

3 | DFT (ωB97M-V with the def2-TZVPD basis set) results for one molecule with the formula C22H26N4O3.

Values from the calculation:
LUMO in eV: 0.63
Charge: 0

Each atom is followed by the atoms it is bonded to, with distances in Å.
Cartesian coordinates (Å):
1 C 2.204 1.515 -1.541  N2 1.452, H21 1.097, H22 1.100, H23 1.097
2 N 1.333 2.417 -0.809  C1 1.452, C3 1.358, C20 1.379
3 C 0.350 2.111 0.077  N2 1.358, C4 1.495, N14 1.363
4 C -0.084 0.706 0.349  C3 1.495, C5 1.414, O13 1.261
5 C 0.947 -0.247 0.510  C4 1.414, C6 1.468, H24 1.089
6 C 0.725 -1.695 0.414  C5 1.468, C7 1.535, H25 1.100, N46 1.389
7 C 1.955 -2.463 -0.091  C6 1.535, C8 1.395, C12 1.396
8 C 1.776 -3.720 -0.667  C7 1.395, C9 1.398, H26 1.092
9 C 2.866 -4.421 -1.192  C8 1.398, C10 1.399, H27 1.090
10 C 4.149 -3.868 -1.113  C9 1.399, C11 1.398, H28 1.092
11 C 4.337 -2.628 -0.496  C10 1.398, C12 1.404, H29 1.091
12 C 3.242 -1.943 0.053  C7 1.396, C11 1.404, H30 1.091
13 O -1.308 0.406 0.380  C4 1.261
14 N -0.183 3.298 0.481  C3 1.363, C15 1.497, C19 1.382
15 C -1.340 3.493 1.411  N14 1.497, C16 1.516, C17 1.522, C18 1.520
16 C -1.511 4.970 1.703  C15 1.516, H31 1.097, H32 1.098, H33 1.096
17 C -1.066 2.736 2.703  C15 1.522, H34 1.093, H35 1.097, H36 1.097
18 C -2.605 2.990 0.733  C15 1.520, H37 1.091, H38 1.096, H39 1.096
19 C 0.487 4.332 -0.145  N14 1.382, C20 1.350, H40 1.078
20 C 1.432 3.786 -0.940  N2 1.379, C19 1.350, H41 1.076
21 H 2.584 2.070 -2.408  C1 1.097
22 H 3.064 1.204 -0.929  C1 1.100
23 H 1.658 0.628 -1.883  C1 1.097
24 H 1.904 0.129 0.870  C5 1.089
25 H 0.544 -1.999 1.455  C6 1.100
26 H 0.783 -4.176 -0.681  C8 1.092
27 H 2.703 -5.405 -1.633  C9 1.090
28 H 5.006 -4.424 -1.499  C10 1.092
29 H 5.335 -2.197 -0.394  C11 1.091
30 H 3.388 -1.019 0.615  C12 1.091
31 H -1.766 5.536 0.799  C16 1.097
32 H -2.348 5.088 2.403  C16 1.098
33 H -0.623 5.404 2.177  C16 1.096
34 H -1.062 1.656 2.537  C17 1.093
35 H -0.107 3.055 3.130  C17 1.097
36 H -1.860 2.975 3.421  C17 1.097
37 H -2.531 1.920 0.530  C18 1.091
38 H -3.459 3.172 1.397  C18 1.096
39 H -2.766 3.534 -0.205  C18 1.096
40 H 0.250 5.371 0.017  C19 1.078
41 H 2.150 4.254 -1.590  C20 1.076
42 C -3.619 -3.649 0.392  N43 1.450, H51 1.089, H52 1.091, H53 1.092
43 N -2.540 -2.996 -0.323  C42 1.450, C44 1.386, C50 1.365
44 C -1.409 -2.669 0.409  N43 1.386, O45 1.232, N46 1.395
45 O -1.310 -2.902 1.614  C44 1.232
46 N -0.381 -2.083 -0.330  C6 1.389, C44 1.395, C47 1.396
47 C -0.496 -1.671 -1.659  N46 1.396, O48 1.236, C49 1.436
48 O 0.371 -0.949 -2.164  C47 1.236
49 C -1.645 -2.171 -2.359  C47 1.436, C50 1.352, H54 1.085
50 C -2.612 -2.824 -1.675  N43 1.365, C49 1.352, H55 1.090
51 H -4.378 -3.920 -0.341  C42 1.089
52 H -3.252 -4.542 0.900  C42 1.091
53 H -4.065 -2.985 1.135  C42 1.092
54 H -1.709 -1.947 -3.418  C49 1.085
55 H -3.509 -3.242 -2.131  C50 1.090

Which is most stable, and by how much? 2, by 24.2 kJ/mol.

1 | DFT (ωB97M-V with the def2-TZVPD basis set) results for a 2-piece molecular cluster, CH3IO2 overall.

Values from the calculation:
LUMO in eV: 0.51
Charge: 0

Each atom is followed by the atoms it is bonded to, with distances in Å.
Cartesian coordinates (Å):
1 C 1.074 0.138 0.421  O2 1.352, O3 1.208, H5 1.213
2 O 1.015 -1.158 0.040  C1 1.352, H7 0.972
3 O 1.595 1.117 -0.057  C1 1.208
4 I -3.286 0.032 0.012  H6 1.557
5 H 0.542 0.267 1.504  C1 1.213
6 H -2.630 0.485 -1.326  I4 1.557
7 H 1.204 -1.239 -0.910  O2 0.972

2 | DFT (ωB97M-V with the def2-TZVPD basis set) results for a 2-piece molecular cluster, CH3IO2 overall.

Values from the calculation:
LUMO in eV: 0.58
Charge: 0

Each atom is followed by the atoms it is bonded to, with distances in Å.
Cartesian coordinates (Å):
1 C 0.678 -0.567 0.441  O2 1.299, O3 1.207, H5 1.090
2 O -0.229 -1.396 0.018  C1 1.299, H7 0.984
3 O 1.007 0.546 0.108  C1 1.207
4 I -0.637 3.693 -1.544  H6 1.488
5 H 1.087 -1.214 1.217  C1 1.090
6 H 0.485 3.545 -0.578  I4 1.488
7 H -0.875 -1.139 -0.679  O2 0.984

Which is most stable, and by how much? 1, by 11.6 kJ/mol.